Entry 1:
Density functional theory data (ωB97M-V/def2-TZVPD) for a single C11H10O molecule in a non-equilibrium geometry.

The calculation puts the HOMO energy at -8.1 eV.

The geometry in XYZ format:
```
22
Properties=species:S:1:pos:R:3:nbo_charge:R:1
C 3.60 -0.47 -0.05 -0.62
C 2.10 -0.04 0.11 -0.04
C 1.80 1.34 0.09 -0.20
C 0.49 1.78 0.08 -0.19
C -0.59 0.85 -0.13 -0.05
C -1.98 1.13 -0.11 -0.26
C -2.99 0.21 -0.02 0.29
O -4.29 0.57 0.10 -0.66
C -2.63 -1.19 0.07 -0.28
C -1.32 -1.52 0.00 -0.18
C -0.28 -0.54 -0.15 -0.05
C 1.13 -0.97 0.01 -0.18
H 4.18 -0.19 0.85 0.21
H 4.06 0.12 -0.80 0.22
H 3.73 -1.58 -0.16 0.21
H 2.55 2.19 -0.01 0.22
H 0.28 2.89 0.06 0.21
H -2.21 2.21 0.04 0.22
H -4.76 -0.24 -0.36 0.48
H -3.36 -2.02 0.17 0.22
H -0.93 -2.53 0.24 0.21
H 1.41 -1.99 -0.05 0.21
```

Entry 2:
Density functional theory data (ωB97M-V/def2-TZVPD) for a 15-piece molecular cluster, H30O15 overall in a non-equilibrium geometry.

The calculation puts the HOMO energy at -10.1 eV.

The geometry in XYZ format:
```
45
Properties=species:S:1:pos:R:3:nbo_charge:R:1
H -0.75 -0.15 -0.24 0.46
H 0.44 0.25 -0.90 0.46
H 3.61 1.27 -1.93 0.47
H 4.38 1.53 -0.67 0.46
H -6.54 -0.33 0.48 0.46
H -5.03 -0.44 0.67 0.46
H -1.13 -3.12 -1.97 0.45
H -1.33 -1.81 -2.52 0.47
H -1.70 -1.68 3.46 0.45
H -1.94 -2.34 2.11 0.44
H 1.06 -0.05 -3.15 0.48
H 2.45 0.19 -2.86 0.46
H -1.37 -2.92 0.58 0.45
H 0.20 -2.53 0.40 0.49
H -2.58 1.12 -2.59 0.48
H -1.63 1.02 -1.39 0.46
H -1.73 2.54 1.00 0.45
H -2.97 1.84 0.62 0.48
H 0.02 2.65 -1.04 0.45
H 1.31 3.43 -1.18 0.49
H 3.19 -2.17 2.38 0.48
H 3.57 -1.43 3.67 0.46
H -3.54 -1.37 0.69 0.43
H -2.19 -1.46 0.05 0.49
H 3.43 3.62 -0.76 0.49
H 3.10 2.54 0.31 0.47
H 5.07 -2.72 -0.98 0.48
H 3.61 -2.46 -0.66 0.46
H 0.43 2.02 3.24 0.46
H -0.91 1.86 2.71 0.45
O 0.17 -0.39 -0.33 -0.93
O 4.37 1.77 -1.64 -0.92
O -5.76 0.22 0.56 -0.93
O -1.69 -2.31 -1.86 -0.92
O -1.39 -1.67 2.54 -0.90
O 1.57 0.40 -2.52 -0.93
O -0.64 -2.26 0.73 -0.92
O -2.20 0.45 -2.02 -0.94
O -2.55 2.67 0.51 -0.92
O 0.48 3.28 -1.64 -0.95
O 3.22 -2.21 3.35 -0.94
O -3.02 -0.99 -0.02 -0.94
O 2.81 3.35 -0.17 -0.94
O 4.41 -2.56 -0.26 -0.94
O -0.31 1.35 3.25 -0.90
```

Entry 3:
Density functional theory data (ωB97M-V/def2-TZVPD) for C8H19INOP as an isolated structure in a non-equilibrium geometry.

The calculation puts the HOMO energy at -6.9 eV.

The geometry in XYZ format:
```
31
Properties=species:S:1:pos:R:3:nbo_charge:R:1
C 2.30 2.82 0.48 -0.62
C -0.73 -0.47 -2.80 -0.61
C -3.19 -2.83 -2.16 -0.96
C 2.53 1.38 0.92 -0.39
C 2.25 1.05 2.34 -0.42
C 0.89 1.56 2.89 -0.06
C -0.67 0.06 1.80 0.40
C -0.60 -1.48 -1.63 -1.00
N -1.89 -0.22 1.56 -0.68
O -0.24 1.28 2.00 -0.52
P -1.94 -2.14 -1.02 1.14
I -3.24 1.25 1.44 0.29
H 2.84 2.91 -0.47 0.21
H 1.26 3.14 0.27 0.22
H 2.65 3.51 1.16 0.20
H 0.28 -0.05 -2.97 0.21
H -1.39 0.38 -2.64 0.18
H -1.05 -0.96 -3.64 0.20
H -3.57 -1.94 -2.54 0.23
H -3.95 -3.50 -1.77 0.26
H -2.76 -3.52 -2.99 0.24
H 1.87 0.70 0.43 0.20
H 3.57 1.12 0.70 0.21
H 2.33 0.01 2.47 0.20
H 2.91 1.52 2.97 0.21
H 0.61 1.28 3.88 0.19
H 0.90 2.59 2.89 0.19
H 0.14 -0.64 1.90 0.16
H -2.85 -1.48 -0.10 -0.10
H 0.16 -1.28 -0.89 0.23
H -1.74 -3.12 0.04 -0.03
```

Entry 4:
Density functional theory data (ωB97M-V/def2-TZVPD) for C10H15BrHfI2NO2 as an isolated structure in a non-equilibrium geometry.

As for the net charge: +3. The calculation puts the HOMO energy at -18.4 eV.

The geometry in XYZ format:
```
32
Properties=species:S:1:pos:R:3:nbo_charge:R:1
C -2.10 -4.00 2.69 -0.73
C -1.17 -3.20 1.63 0.02
I 0.11 -4.48 0.40 0.71
C -1.17 -1.71 1.50 0.10
I -2.51 -0.53 2.79 0.70
N -0.27 -1.04 0.55 -0.64
C -0.91 -0.76 -0.77 0.02
Br -2.83 -1.41 -0.87 0.24
C -0.89 0.86 -1.01 -0.47
C 0.59 1.46 -1.25 -0.44
C 1.27 2.13 0.05 -0.22
C 0.56 3.54 0.49 -0.64
C 2.79 2.54 -0.41 -0.62
C -0.16 -1.52 -2.01 0.74
O 1.10 -1.88 -1.83 -0.86
O -0.81 -1.84 -3.18 -0.61
H -2.13 -5.12 2.39 0.31
H -1.49 -3.98 3.70 0.33
H -3.14 -3.54 2.83 0.30
H -0.11 -0.09 0.98 0.44
H -1.52 1.15 -1.94 0.30
H -1.43 1.37 -0.11 0.25
H 0.46 2.32 -2.03 0.26
H 1.35 0.73 -1.70 0.20
H 1.40 1.42 0.95 0.18
H 0.29 4.09 -0.50 0.23
H 1.30 4.23 1.05 0.26
H -0.34 3.37 1.18 0.21
H 2.71 2.83 -1.54 0.21
H 3.51 1.64 -0.39 0.21
H 3.19 3.44 0.18 0.26
Hf 2.34 -2.02 -3.82 1.75
```